# 1
The following is a DFT calculation (wB97M-V/def2-TZVPD) of a structure of composition C35H43Cl5FN3NiO5SSi.

```
95
Properties=species:S:1:pos:R:3:lowdin_charge:R:1
Ni 0.41662 1.21558 0.45064 0.48
Cl -5.41431 -0.13639 1.32401 0.66
Cl -4.44422 3.52207 5.15964 0.63
Cl -1.49561 3.77013 4.16024 0.69
Cl -6.41900 1.56724 3.73599 0.61
Cl -2.47276 0.12960 0.32635 0.84
S 2.10578 3.04789 -1.44301 0.79
Si 2.23742 1.79071 1.97453 0.51
F -1.77512 -1.14293 -4.16088 0.07
O -1.14659 4.03178 -2.77464 -0.01
O -0.69347 2.50684 -1.19483 -0.13
O -0.88073 2.09029 1.90590 -0.18
O -5.55434 2.04186 -2.12198 0.07
O -4.48591 -1.77786 -4.33464 0.06
N -3.33421 1.63935 -2.48677 0.02
N -4.96133 0.13188 -3.18883 0.21
N 0.56653 -0.84953 0.40145 -0.01
C -1.11491 -3.56703 2.33474 -0.30
C -4.09016 -0.76935 -3.77797 -0.42
C -4.33232 0.96619 2.09821 -0.70
C -2.98728 2.89277 -1.79337 -0.03
C -2.08624 1.96354 2.24996 -0.50
C 2.29686 -2.56165 -0.22268 -0.08
C -4.66799 1.33239 -2.55263 -0.49
C -2.60300 2.71325 3.36148 -0.61
C 2.37339 3.68611 2.20561 -0.25
C -0.48400 -0.89313 2.54107 -0.06
C 1.66961 2.71233 -3.16166 -0.38
C 1.10658 -2.69609 -2.92470 -0.29
C -0.40703 -2.94243 1.31884 -0.02
C -1.20573 -1.49840 3.54493 -0.28
C 3.91136 2.94862 -1.56225 -0.42
C 2.07327 -3.76354 -2.40390 -0.13
C -4.78900 1.71535 3.17905 -0.74
C 3.84379 -2.02885 -2.11515 -0.13
C -1.46311 3.19864 -1.91865 -0.67
C -2.71438 -0.34212 -3.64121 -0.19
C -0.06426 -1.56883 1.36926 -0.32
C -1.52434 -2.85409 3.45087 -0.06
C -3.90140 2.58945 3.80307 -0.72
C 4.02418 1.19534 1.57042 -0.25
C -2.38763 0.80252 -3.01331 0.04
C 1.27438 -1.50392 -0.68484 -0.45
C -1.46328 -5.02720 2.19418 -0.07
C 0.32523 -2.10381 -1.75134 -0.07
C 1.90168 -1.58783 -3.61299 -0.12
C 3.06036 -3.13944 -1.41524 -0.29
C -1.65238 -0.68064 4.72632 -0.03
C 2.08078 -0.41997 -1.41286 -0.13
C 2.86404 -0.96294 -2.60524 -0.28
C 2.01178 1.15221 3.76793 -0.24
C -3.02764 1.08417 1.64365 -0.57
H 2.98590 -2.07425 0.47435 0.12
H 1.21679 1.72422 -3.25259 0.01
H 4.72074 1.74420 2.21173 0.01
H -0.14441 -3.54025 0.46096 0.08
H 2.88331 1.44393 4.36206 0.01
H 1.81470 -3.36677 0.33078 0.10
H -2.39562 0.06424 4.42967 0.07
H -0.81370 -0.13655 5.16435 0.08
H 2.61833 -4.21730 -3.24102 0.11
H -2.09351 -3.34202 4.23548 0.09
H 4.12020 0.13609 1.81212 0.01
H 2.45968 -1.99128 -4.46647 0.11
H 1.21641 -0.82751 -3.99888 0.11
H 4.55906 -1.58502 -1.41560 0.12
H 1.12610 1.58988 4.22869 0.00
H 4.35202 1.31778 0.53339 -0.02
H -2.09429 -5.20100 1.31921 0.07
H -2.00205 -5.38729 3.07149 0.06
H 4.41412 -2.43553 -2.95867 0.11
H -3.27240 2.78855 -0.74790 0.11
H 2.56799 2.73578 -3.77923 0.03
H 3.41284 -0.14220 -3.08344 0.13
H -2.09763 -1.30886 5.49968 0.07
H -0.32832 -1.29777 -2.09926 0.11
H 4.30086 3.62124 -2.32835 0.02
H 4.31533 3.26071 -0.59845 0.02
H 4.26661 1.93594 -1.76136 0.02
H 3.15693 3.95250 2.92183 0.01
H 1.91024 0.06814 3.81852 0.01
H -1.36107 1.10312 -2.86941 0.13
H 1.51231 -4.56377 -1.91040 0.12
H 2.58118 4.20509 1.27014 -0.01
H -0.32869 -2.86075 -1.31900 0.11
H 0.40861 -3.14614 -3.63936 0.13
H 3.75506 -3.91085 -1.05941 0.13
H -0.56736 -5.64253 2.07283 0.07
H -5.94191 -0.09892 -3.21977 0.16
H 2.74348 0.06597 -0.69527 0.09
H -3.57916 3.67921 -2.26213 0.12
H 1.37617 0.34370 -1.75469 0.07
H 1.41914 4.06452 2.57250 0.00
H -0.24297 0.15750 2.63604 0.06
H 0.94902 3.45409 -3.48793 0.01
```

Summary:
E_LUMO (alpha / beta): 4.12 / 4.12 eV
Total charge: -2
Spin multiplicity: 3
E_tot: -6496.9992 Eh
Highest occupied orbital energy (alpha / beta): -1.368 / -1.709 eV

# 2
The following is a DFT calculation (wB97M-V/def2-TZVPD) of a cluster of 13 separate species, C40H96O37S8 in total at a distorted geometry.

```
181
Properties=species:S:1:pos:R:3:lowdin_charge:R:1
S -6.46572 11.39543 13.99703 0.64
S -5.94238 15.64017 11.69824 0.67
S -4.79886 11.84826 8.95735 0.66
S -11.40212 7.69136 12.02378 0.60
S -13.36491 19.55477 6.37592 0.64
S -15.32557 20.46098 11.17240 0.64
S -17.58789 13.87739 10.03766 0.67
S -8.56158 15.46353 7.50164 0.62
O -12.94744 14.25791 12.41247 0.01
O -5.86217 17.24366 11.30790 -0.26
O -13.37624 18.21484 7.34926 -0.29
O -11.08844 7.15310 13.30922 -0.28
O -19.97065 12.01135 16.23328 0.02
O -9.73509 15.91808 6.45262 -0.26
O -7.31099 15.63613 6.82668 -0.27
O -10.83214 14.06966 12.10841 -0.04
O -10.80147 20.44620 15.03310 0.02
O -16.50057 12.89223 10.16549 -0.30
O -18.15042 14.29423 8.74458 -0.29
O -17.20659 15.19939 10.91413 -0.28
O -7.01721 12.64046 13.52657 -0.29
O -6.42208 14.96715 10.49323 -0.29
O -10.66201 7.24418 10.87446 -0.28
O -9.30609 18.99779 14.48994 0.02
O -4.36594 12.21818 10.29713 -0.32
O -12.37513 15.39324 15.19003 -0.02
O -11.95525 15.31511 10.59155 0.11
O -14.89321 18.86375 11.22234 -0.29
O -18.30133 13.09779 17.31039 0.14
O -13.36645 10.53752 9.28687 -0.15
O -6.29772 11.18392 8.98047 -0.24
O -6.80578 10.94434 15.34239 -0.28
O -3.95511 10.95330 8.19829 -0.28
O -8.92620 14.15805 8.00209 -0.29
O -10.29758 14.96161 14.81997 -0.02
O -11.99826 19.95436 6.15953 -0.29
O -7.00790 10.27774 12.93585 -0.26
O -11.12189 14.51769 16.89061 0.12
O -14.14770 21.20210 10.78907 -0.29
O -18.47714 13.06460 15.06036 -0.03
O -16.60686 20.51311 10.49799 -0.29
O -11.28437 9.32325 12.10959 -0.28
O -6.64988 15.49336 12.95646 -0.29
O -11.35277 18.26725 15.05588 0.13
O -14.25756 19.39948 5.25119 -0.29
C -4.70338 11.29719 13.60196 -0.09
C -18.15141 17.18523 11.96595 -0.05
C -8.49075 10.82181 9.94499 -0.03
C -13.95131 17.66008 13.10204 -0.06
C -11.69181 14.73768 5.91097 -0.06
C -14.28302 14.64162 12.01596 -0.03
C -7.40929 8.05183 12.23381 -0.06
C -11.25839 14.94265 15.76160 -0.57
C -11.94137 14.62979 11.59657 -0.56
C -12.13500 20.84773 15.19539 -0.05
C -15.65922 20.74267 12.95039 -0.09
C -8.98253 14.58915 15.17830 -0.05
C -20.46054 11.35382 17.41189 -0.02
C -12.23671 12.48175 8.57068 -0.15
C -14.27493 11.21479 8.37258 -0.15
C -12.25315 11.37116 9.65825 -0.16
C -18.95684 13.25117 11.04408 -0.09
C -5.18101 13.35791 8.00834 -0.10
C -14.08925 20.76615 7.54189 -0.10
C -18.88559 12.74002 16.32395 -0.61
C -4.20349 15.25609 11.88341 -0.10
C -10.55548 19.15233 14.85090 -0.60
C -7.23231 11.71913 9.93292 -0.26
C -9.59683 14.16581 11.43348 -0.02
C -6.83416 8.91716 13.30958 -0.29
C -13.69878 12.64850 8.19171 -0.17
C -13.58130 15.47366 15.91610 -0.04
C -11.07932 11.37756 13.22189 -0.05
C -13.65128 18.54168 11.86972 -0.24
C -11.12267 15.77339 6.84806 -0.25
C -5.69441 19.57221 11.94866 -0.05
C -13.18526 7.64024 11.68806 -0.09
C -17.90424 16.40154 10.67602 -0.28
C -5.24927 18.13749 12.22277 -0.31
C -14.47886 16.45816 8.56499 -0.04
C -11.09018 9.89753 13.40944 -0.26
C -14.61302 17.49464 7.44620 -0.24
C -17.46317 14.03898 14.94892 -0.05
C -8.76988 17.80346 13.94537 -0.01
C -8.70393 16.73109 8.77777 -0.09
H -13.24260 7.99690 10.66174 0.06
H -4.15590 18.13452 12.21301 0.12
H -12.35328 20.78109 16.26228 0.11
H -14.91012 14.77926 12.89223 0.08
H -10.43301 11.71440 12.41216 0.06
H -5.43834 13.09666 6.98564 0.08
H -14.10714 10.73637 7.40744 0.12
H -15.31529 18.27201 7.76234 0.11
H -16.21094 19.86491 13.28131 0.06
H -11.70252 12.09006 7.70530 0.11
H -9.04175 10.99166 10.86914 0.06
H -4.62233 11.51721 12.53863 0.05
H -3.53490 15.80261 11.22064 0.08
H -7.29737 8.62752 14.25343 0.12
H -7.54040 12.72093 9.62578 0.07
H -9.39615 15.21377 11.21338 0.09
H -11.54693 16.75659 6.64800 0.11
H -7.89772 16.63794 9.50068 0.04
H -13.70074 15.72290 8.35648 0.06
H -13.76684 12.98215 7.15629 0.10
H -18.86265 16.71085 12.64406 0.08
H -5.46433 17.85286 13.25659 0.11
H -14.07345 18.19491 14.04587 0.07
H -19.72112 10.62489 17.74732 0.10
H -9.68792 16.69818 9.24481 0.06
H -4.33634 10.29853 13.82936 0.07
H -12.35947 11.75753 10.67463 0.10
H -14.39074 16.90383 9.55212 0.05
H -15.35999 15.81669 8.65674 0.07
H -11.32737 10.79653 9.64957 0.10
H -8.14963 9.79527 9.83384 0.08
H -16.25766 21.64775 13.03678 0.07
H -8.60783 14.98816 16.12135 0.11
H -12.06494 11.76901 12.96696 0.08
H -4.99055 20.25314 12.42786 0.08
H -14.04458 16.44831 15.76052 0.08
H -8.62849 17.67797 8.24331 0.08
H -16.64643 13.80897 15.63187 0.09
H -8.47532 8.27363 12.11988 0.05
H -20.67439 12.03667 18.23106 0.10
H -11.93458 9.60150 14.03830 0.12
H -13.06473 18.06756 11.08365 0.12
H -14.75597 20.86405 13.54346 0.04
H -14.34421 14.77585 15.56384 0.08
H -21.32658 10.74198 17.17149 0.09
H -13.72648 20.51389 8.53598 0.04
H -5.76670 8.69242 13.39030 0.11
H -17.96899 14.96033 15.25248 0.10
H -14.20900 13.39077 8.80710 0.08
H -11.50810 15.02401 4.87583 0.09
H -5.76780 19.76654 10.87947 0.09
H -8.34545 14.98034 14.38870 0.05
H -6.05705 13.81299 8.47113 0.01
H -15.30918 11.28224 8.69883 0.09
H -9.53915 13.55910 10.52764 0.08
H -19.16390 12.24547 10.68650 0.08
H -4.03942 14.22500 11.56204 0.05
H -15.16144 20.58636 7.48594 0.06
H -12.76977 14.67250 6.07162 0.07
H -10.76124 11.92153 14.11237 0.09
H -18.90281 16.17968 10.29310 0.11
H -10.20978 9.48553 13.90341 0.11
H -7.89405 18.06170 13.35401 0.07
H -14.33223 15.60650 11.50645 0.06
H -6.65361 19.84666 12.39066 0.07
H -14.94146 17.21750 12.98409 0.06
H -13.47097 15.29437 16.98477 0.10
H -17.21251 17.26531 12.51783 0.06
H -14.70632 14.02232 11.22626 0.07
H -8.37728 17.24395 14.79481 0.10
H -11.85723 13.43990 8.92309 0.08
H -13.62318 8.31236 12.42213 0.07
H -12.24453 21.89355 14.90670 0.10
H -11.22210 15.51605 7.90324 0.09
H -7.05282 8.29617 11.23256 0.08
H -18.54356 18.17763 11.74793 0.09
H -9.11496 11.17699 9.12558 0.07
H -12.90261 20.34639 14.60627 0.06
H -7.41841 6.97882 12.41630 0.10
H -3.95453 15.33308 12.94005 0.08
H -8.86420 13.50583 15.18279 0.09
H -14.97101 17.10452 6.49439 0.12
H -8.86971 13.73715 12.12256 0.08
H -13.16199 16.92368 13.24452 0.07
H -9.49193 17.20914 13.38811 0.11
H -17.40510 17.05465 9.96025 0.12
H -13.06647 19.37934 12.25368 0.11
H -11.25468 13.75021 6.05448 0.08
H -17.14190 14.21154 13.92356 0.07
H -18.59598 13.20197 12.07019 0.06
H -4.41114 14.11433 8.14707 0.08
H -6.79455 11.82208 10.92489 0.09
H -19.75021 13.98563 10.92684 0.07
H -13.78932 21.79005 7.33610 0.08
H -13.50703 6.61343 11.84771 0.07
H -4.23692 12.00004 14.29080 0.07
```

Summary:
E_LUMO: -0.01 eV
E_tot: -7550.9281 Eh
Relative energy (zero: lowest compared OMol25 entry of this formula, charge and spin): 33.4 kcal/mol
Highest occupied orbital energy: -9.269 eV